1.
DFT (ωB97M-V with the def2-TZVPD basis set) results for a cluster of 2 separate species, C4H11N3O2 in total in a non-equilibrium geometry.

The value obtained for the total energy is -12890.1583 eV. For the highest occupied orbital energy, the calculation gives -0.3129 Eh. The SMILES is [H]/N=C(/N)NC.CC(=O)O. Its energy above the lowest of the compared OMol25 structures with the same formula, charge and spin is 61.61 kcal per mole.

Geometry as ORCA input:
```
! RIJCOSX wB97M-V def2-TZVPD def2/J DEFGRID3
* xyz 0 1
H 0.75650 -0.63566 -1.95233
N -0.19326 -0.39105 -1.89528
C -1.24939 -0.80997 -1.32997
N -2.28082 0.06034 -1.00659
N -1.41544 -2.16470 -0.94421
C -0.72205 -2.44115 0.35221
H -2.43987 0.96439 -1.38070
H -3.17838 -0.51550 -1.14245
H -0.99628 -2.68164 -1.63942
H -0.61793 -1.56723 1.06536
H 0.23562 -2.81453 0.24593
H -1.35530 -3.09060 0.99251
C 1.48036 1.99628 -0.17064
C 1.57336 1.33129 1.19812
O 1.83900 0.19819 1.55068
O 1.01176 2.15400 2.08318
H 1.86808 2.96972 -0.26035
H 0.40708 2.14791 -0.40868
H 2.03644 1.29216 -0.90467
H 1.21088 2.12265 2.93810
*
```

---

2.
DFT (ωB97M-V with the def2-TZVPD basis set) results for a structure of composition C34H40F4IN3OPSTeTi in a non-equilibrium geometry.

The value obtained for the total energy is -111928.4191 eV. For the highest occupied orbital energy (spin up / spin down), the calculation gives -0.1195 / -0.1780 Eh. Its energy above the lowest of the compared OMol25 structures with the same formula, charge and spin is 35.80 kcal per mole. As for the expectation value of S²: 2.0235.

Geometry as ORCA input:
```
! RIJCOSX wB97M-V def2-TZVPD def2/J DEFGRID3
* xyz -1 3
Ti -0.31811 -0.94080 0.32267
C 3.19240 -4.10495 0.42139
N 2.04789 -3.68459 -0.36015
C 1.54055 -4.78120 -1.16323
C 2.34475 -2.52999 -1.19040
C 2.60516 -1.24620 -0.38582
N 1.64841 -1.03798 0.72388
C 2.05765 -0.97302 2.01175
C 1.07442 -1.03935 3.02688
F -0.22595 -1.11160 2.61677
C 1.32215 -1.03454 4.37064
F 0.28974 -1.13910 5.21720
C 2.60422 -0.91033 4.86411
C 3.59398 -0.79000 3.91440
F 4.86221 -0.63603 4.32018
C 3.35672 -0.80884 2.55792
F 4.43187 -0.62509 1.76647
H 4.05091 -4.39681 -0.21500
H 3.52438 -3.31014 1.09059
H 2.91824 -4.96588 1.03583
H 2.28065 -5.11971 -1.91323
H 1.30078 -5.62659 -0.51369
H 0.63040 -4.46868 -1.67609
H 3.25103 -2.72153 -1.79709
H 1.51351 -2.38380 -1.87368
H 3.62454 -1.32164 -0.03657
H 2.54579 -0.40172 -1.06804
H 2.81844 -0.89589 5.92346
I -3.06485 0.24752 0.08770
C -3.59218 -1.71951 -0.48722
C -4.75220 -1.87241 -1.17959
C -5.22518 -3.18107 -1.42756
C -4.56832 -4.25077 -0.89805
C -3.37688 -4.08538 -0.14941
C -2.74262 -5.18749 0.47233
C -1.60338 -4.99552 1.19687
C -0.99314 -3.72066 1.25067
C -1.51876 -2.60477 0.62953
C -2.80096 -2.79048 0.00792
H -5.30503 -1.01023 -1.52918
H -6.12861 -3.32072 -2.00987
H -4.95336 -5.25565 -1.04355
H -3.18445 -6.17432 0.37297
H -1.13530 -5.83894 1.69563
H -0.02871 -3.65073 1.74237
C -1.14360 3.07367 4.34596
C -0.91788 1.78200 3.55709
P -0.19911 1.88372 1.85026
C -1.18387 3.30553 1.16967
C -0.67018 4.72895 1.38394
C 1.45391 2.60393 2.25745
C 2.38956 2.69787 1.04735
H -1.51613 2.83793 5.34713
H -1.88081 3.72173 3.86726
H -0.21744 3.64089 4.46845
H -1.86071 1.24073 3.45012
H -0.25780 1.12746 4.12636
H -2.18896 3.19057 1.58917
H -1.27368 3.12061 0.10041
H -0.53726 4.97598 2.43764
H -1.37953 5.44712 0.96147
H 0.28630 4.87977 0.87790
H 1.88649 1.92977 3.00271
H 1.33774 3.58051 2.73171
H 2.55768 1.71063 0.60963
H 3.36112 3.10934 1.33393
H 1.97216 3.33464 0.26254
C 0.51606 3.84214 -2.49002
Te 0.36285 1.69954 -1.87523
C -1.20641 1.80992 -3.34508
C -0.84328 2.88933 -4.32435
C -1.32867 2.88763 -5.63073
C -0.97016 3.89036 -6.52297
C -0.11535 4.90570 -6.10969
C 0.37256 4.90969 -4.80854
C 0.01735 3.90751 -3.90439
H 1.52713 4.24802 -2.40122
H -0.13489 4.42391 -1.82440
H -2.13655 2.03371 -2.81857
H -1.31889 0.85203 -3.83835
H -1.98581 2.08542 -5.95264
H -1.34676 3.87175 -7.53878
H 0.17363 5.69034 -6.80049
H 1.04128 5.70021 -4.48325
O -1.09048 -2.96557 -2.57583
S -1.06205 -1.47946 -2.74281
N -0.40234 -0.70834 -1.51356
*
```

---

3.
DFT (ωB97M-V with the def2-TZVPD basis set) results for the molecule C4H8N4 in a non-equilibrium geometry.

The value obtained for the total energy is -10236.4079 eV. For the highest occupied orbital energy, the calculation gives -0.3032 Eh. The SMILES is [H]/N=C1/CC(C)=NN1N. Its energy above the lowest of the compared OMol25 structures with the same formula, charge and spin is 42.30 kcal per mole.

Geometry as ORCA input:
```
! RIJCOSX wB97M-V def2-TZVPD def2/J DEFGRID3
* xyz 0 1
H -3.01060 -0.23195 1.02896
N -2.14731 -0.04354 1.52983
C -1.13103 0.00314 0.78615
C 0.29398 0.20779 1.22472
C 0.99733 0.14657 -0.11141
C 2.46976 0.28704 -0.23883
N 0.20632 0.12232 -1.11974
N -1.02055 -0.24629 -0.57478
N -2.09090 -0.51575 -1.40638
H 0.43306 1.15684 1.74186
H 0.61576 -0.59021 1.89673
H 2.96393 -0.56825 0.23197
H 2.80513 1.19334 0.26902
H 2.75804 0.34567 -1.28562
H -2.13579 0.17456 -2.15003
H -2.00714 -1.44126 -1.82246
*
```